Model A:
C3H4N2O2 | ωB97M-V with the def2-TZVPD basis set

Each line ends with the natural charge from an NBO analysis.
CARTESIAN COORDINATES (ANGSTROEM)
C 0.155 -0.373 -1.191  0.023
O -1.933 -2.077 0.884  -0.606
H 2.067 1.397 0.171  0.391
C 0.310 0.372 -0.085  0.232
H -0.548 0.095 1.833  0.430
O -0.724 -1.407 -0.939  -0.456
N -0.525 -0.212 0.873  -0.615
C -1.157 -1.315 0.367  0.854
H 0.574 -0.345 -2.185  0.215
N 1.068 1.487 0.301  -0.856
H 0.712 2.378 -0.028  0.388

Its SMILES is Nc1coc(=O)[nH]1. As for the spin multiplicity: 1. The total charge is 0. The orbital gap comes out at 9.285 eV.

Model B:
C3H4N2O2 | ωB97M-V with the def2-TZVPD basis set

Each line ends with the natural charge from an NBO analysis.
CARTESIAN COORDINATES (ANGSTROEM)
H 0.411 -0.974 1.628  0.152
N -1.397 0.952 -0.250  -0.551
N 1.218 0.466 -1.400  -0.819
C -0.642 -0.505 1.565  0.343
H 0.605 1.250 -1.588  0.415
O 1.398 -1.522 -0.330  -0.583
H 1.916 0.232 -2.092  0.407
C -0.721 -0.059 0.145  0.112
O -1.614 -0.658 2.270  -0.473
H -2.048 1.255 0.492  0.366
C 0.874 -0.437 -0.441  0.631

Its SMILES is [H]/N=C(\C=O)C(N)=O. As for the spin multiplicity: 1. The total charge is 0. The orbital gap comes out at 8.555 eV.

model A comes first in stability; the runner-up is 190.5 kJ/mol higher.

Model A:
C4H6N2OS | ωB97M-V with the def2-TZVPD basis set

Each line ends with the natural charge from an NBO analysis.
CARTESIAN COORDINATES (ANGSTROEM)
C 1.473 0.700 0.878  -0.033
H -3.148 -0.169 -0.131  0.405
C -1.072 -0.452 0.347  0.142
S 2.773 -1.242 -0.224  -0.012
C 0.052 -1.076 -0.162  -0.411
H 1.983 0.780 1.858  0.235
N 1.200 1.846 0.285  -0.135
H 0.300 2.503 -1.225  0.481
H -2.269 -1.491 -0.996  0.390
H 0.078 -1.970 -0.776  0.235
O 0.708 1.612 -1.033  -0.588
H -1.019 0.420 1.140  0.230
C 1.307 -0.582 0.058  -0.134
N -2.366 -0.878 -0.019  -0.802

Its SMILES is N/C=C/C(=S)/C=N\O. As for the spin multiplicity: 1. The total charge is 0. The orbital gap comes out at 7.662 eV.

Model B:
C4H6N2OS | ωB97M-V with the def2-TZVPD basis set

Each line ends with the natural charge from an NBO analysis.
CARTESIAN COORDINATES (ANGSTROEM)
H 0.239 -1.643 1.343  0.175
H 2.038 0.080 1.718  0.357
N -0.937 -0.068 -2.275  -0.094
C -0.180 0.236 -0.083  0.129
H 1.216 -1.827 -0.216  0.202
H 0.042 1.257 1.793  0.185
O 0.095 0.516 -1.472  -0.387
C 0.729 -1.001 0.505  -0.252
H 1.158 1.991 0.310  0.228
H -2.733 -0.680 -2.074  0.237
N 1.612 0.037 0.824  -0.611
C 0.658 1.122 0.870  -0.262
C -1.979 -0.126 -1.471  -0.196
S -1.959 0.105 0.228  0.290

Its SMILES is C1=NOC2(CNC2)S1. As for the spin multiplicity: 1. The total charge is 0. The orbital gap comes out at 9.372 eV.

Model C:
C4H6N2OS | ωB97M-V with the def2-TZVPD basis set

Each line ends with the natural charge from an NBO analysis.
CARTESIAN COORDINATES (ANGSTROEM)
S -0.453 -1.309 -1.200  0.197
C -0.897 0.329 -0.537  -0.033
H -1.768 0.671 -1.126  0.218
C -1.282 0.349 0.931  -0.648
H -2.131 -0.321 1.117  0.228
H 0.528 -2.661 0.604  0.208
O 0.087 1.317 -0.816  -0.500
H -1.550 1.378 1.202  0.227
C 0.717 -1.726 0.056  -0.114
H -0.446 0.032 1.560  0.227
C 1.404 1.028 -0.751  0.386
H 1.964 1.825 -1.223  0.182
N 2.124 0.099 -0.257  -0.342
N 1.703 -1.012 0.439  -0.235

Its SMILES is C[C@H]1OC=NN=CS1. As for the spin multiplicity: 1. The total charge is 0. The orbital gap comes out at 10.038 eV.

Model D:
C4H6N2OS | ωB97M-V with the def2-TZVPD basis set

Each line ends with the natural charge from an NBO analysis.
CARTESIAN COORDINATES (ANGSTROEM)
C 2.362 0.520 -0.273  0.209
C 1.303 -0.346 -0.579  -0.241
H 1.159 -0.987 1.234  0.433
N 3.227 1.230 0.006  -0.324
H -1.049 -1.935 -0.639  0.232
H 0.897 -0.262 -1.658  0.236
H -0.952 2.347 -0.608  0.239
N 0.601 -0.957 0.309  -0.377
S -2.120 0.528 0.345  1.174
H -0.363 1.753 1.104  0.232
C -1.120 1.793 0.268  -0.785
C -0.516 -1.693 0.267  -0.310
H -0.708 -2.215 1.207  0.208
O -2.721 0.225 -0.982  -0.927

As for the spin multiplicity: 1. The total charge is 0. The orbital gap (alpha / beta) comes out at 7.633 / 7.634 eV.

model C comes first in stability; the runner-up is 158.0 kJ/mol higher.

Model A:
C4H6N2OS | ωB97M-V with the def2-TZVPD basis set

Each line ends with the natural charge from an NBO analysis.
CARTESIAN COORDINATES (ANGSTROEM)
S -2.754 -0.601 0.914  0.643
C -2.874 1.009 0.667  0.476
N -1.149 -1.166 0.972  -0.741
N -0.202 0.277 -0.583  -0.590
H 1.768 -1.369 -0.225  0.226
C 0.854 0.795 -1.304  -0.425
H 1.875 0.747 -0.826  0.169
C 1.245 -1.226 0.751  -0.643
H 0.791 0.372 -2.353  0.202
H 0.720 1.986 -1.347  0.188
C -0.122 -0.647 0.311  0.424
H 1.073 -1.975 1.358  0.220
H 1.775 -0.354 1.220  0.223
O -2.999 2.152 0.445  -0.373

As for the spin multiplicity: 1. The total charge is 0. The orbital gap comes out at 6.868 eV.

Model B:
C4H6N2OS | ωB97M-V with the def2-TZVPD basis set

Each line ends with the natural charge from an NBO analysis.
CARTESIAN COORDINATES (ANGSTROEM)
C 0.701 0.121 0.556  0.414
C -0.483 1.818 -0.513  0.438
C -1.350 -0.471 -0.788  -0.427
H 1.888 -1.153 1.661  0.253
H 1.623 -1.840 0.139  0.237
C 1.172 -1.249 0.902  -0.671
N 1.578 1.111 0.711  -0.624
H 0.391 -1.891 1.384  0.226
H -2.234 -0.483 -0.130  0.216
H -1.620 0.105 -1.695  0.248
H -0.837 -1.420 -1.019  0.218
N -0.434 0.468 -0.183  -0.428
O -1.293 2.336 -1.285  -0.615
S 0.897 2.548 0.260  0.514

Its SMILES is Cc1nsc(=O)n1C. As for the spin multiplicity: 1. The total charge is 0. The orbital gap comes out at 9.484 eV.

Model C:
C4H6N2OS | ωB97M-V with the def2-TZVPD basis set

Each line ends with the natural charge from an NBO analysis.
CARTESIAN COORDINATES (ANGSTROEM)
O -1.162 1.949 -0.002  -0.656
N 3.059 -0.558 0.098  -0.806
C 1.687 -0.224 0.009  0.129
H 3.619 0.007 -0.513  0.368
C 0.615 -1.086 -0.005  -0.178
H -2.407 -0.956 1.231  0.101
H 3.219 -1.539 -0.115  0.369
C 1.183 1.101 0.018  -0.434
H -0.758 2.806 0.003  0.490
H 0.581 -2.149 -0.023  0.215
C -0.191 1.011 -0.010  0.469
H 1.753 2.037 0.034  0.220
N -0.560 -0.305 -0.005  -0.519
S -2.123 -0.910 -0.082  0.233

Its SMILES is Nc1cc(O)n(S)c1. As for the spin multiplicity: 1. The total charge is 0. The orbital gap comes out at 8.184 eV.

model B comes first in stability; the runner-up is 90.6 kJ/mol higher.

Model A:
C4H6N2OS | ωB97M-V with the def2-TZVPD basis set

Each line ends with the natural charge from an NBO analysis.
CARTESIAN COORDINATES (ANGSTROEM)
H -2.540 2.368 0.338  0.482
N -1.723 0.783 -0.714  -0.280
H 0.953 -2.449 0.121  0.240
O -1.998 2.136 1.047  -0.509
H -0.851 -0.753 -1.910  0.212
H 0.126 0.633 1.986  0.230
N -1.192 1.207 0.424  0.135
S 2.396 -1.169 -1.251  -0.044
H 2.549 0.202 -1.356  0.135
C -0.194 0.450 1.024  -0.090
C -0.820 -0.293 -0.994  -0.072
C 1.305 -1.385 0.171  -0.533
C 0.139 -0.435 0.002  -0.133
H 1.850 -1.294 1.112  0.227

Its SMILES is On1cc(CS)cn1. As for the spin multiplicity: 1. The total charge is 0. The orbital gap comes out at 9.696 eV.

Model B:
C4H6N2OS | ωB97M-V with the def2-TZVPD basis set

Each line ends with the natural charge from an NBO analysis.
CARTESIAN COORDINATES (ANGSTROEM)
H 0.528 -1.196 1.154  0.236
H -1.471 0.478 -2.417  0.196
S 1.702 -0.234 -0.798  2.032
C -0.652 0.696 0.828  -0.128
H 2.057 -2.275 -0.514  0.362
C 0.549 -0.103 1.083  -0.594
C -1.304 0.717 -0.324  -0.308
N 2.471 -1.524 -0.950  -1.090
C -0.753 0.274 -1.619  0.144
H 1.156 0.336 1.957  0.246
H -2.181 1.315 -0.312  0.225
O 2.612 0.874 -0.897  -0.903
N 0.477 -0.009 -1.928  -0.639
H -1.085 1.319 1.683  0.221

Its SMILES is N=[S@]1(=O)CC=CC=N1. As for the spin multiplicity: 1. The total charge is 0. The orbital gap comes out at 8.237 eV.

model A comes first in stability; the runner-up is 114.2 kJ/mol higher.

Model A:
C4H6N2OS | ωB97M-V with the def2-TZVPD basis set

Each line ends with the natural charge from an NBO analysis.
CARTESIAN COORDINATES (ANGSTROEM)
S 0.274 -1.074 -0.071  0.300
N -2.381 -0.226 -0.233  -0.301
C 2.028 -0.831 0.363  -0.649
O 2.873 1.300 -0.253  -0.513
H 2.077 -0.387 1.369  0.244
H 3.248 -0.269 -1.477  0.125
H -4.285 -0.554 -0.779  0.186
C -3.573 0.177 -0.429  -0.050
H 2.519 -1.810 0.334  0.246
C -0.373 0.414 0.543  -0.080
H -3.860 1.194 -0.128  0.177
C 2.703 0.144 -0.580  0.420
H 0.340 1.146 0.984  0.225
N -1.588 0.777 0.357  -0.330

Its SMILES is C=N/N=C\SCC=O. As for the spin multiplicity: 1. The total charge is 0. The orbital gap comes out at 9.414 eV.

Model B:
C4H6N2OS | ωB97M-V with the def2-TZVPD basis set

Each line ends with the natural charge from an NBO analysis.
CARTESIAN COORDINATES (ANGSTROEM)
N 0.817 0.208 -0.493  -0.635
S 0.102 1.593 -0.033  0.213
N -1.171 -1.161 -0.516  -0.467
C 2.544 -1.102 0.597  -0.473
H 3.691 -1.407 0.556  0.235
O -2.575 -0.378 0.993  -0.607
H 2.836 0.924 -0.141  0.215
C 0.072 -1.031 -0.551  0.309
C 2.187 0.137 0.051  0.000
H 1.716 -1.790 0.849  0.211
C -2.215 -0.242 -0.312  0.446
H -2.930 0.331 -1.115  0.211
H 0.917 -1.918 -0.594  0.217
H -0.308 1.487 1.390  0.126

Its SMILES is C=CN(S)/C=N\C=O. As for the spin multiplicity: 1. The total charge is 0. The orbital gap comes out at 9.559 eV.

Model C:
C4H6N2OS | ωB97M-V with the def2-TZVPD basis set

Each line ends with the natural charge from an NBO analysis.
CARTESIAN COORDINATES (ANGSTROEM)
H -0.072 1.058 0.546  0.223
C -0.911 -0.835 -1.291  -0.531
C 0.984 0.993 0.627  -0.683
H -1.361 -0.139 -0.587  0.238
H -1.564 -0.942 -2.136  0.247
C 0.436 -0.539 -1.628  0.130
O 2.511 -0.369 -2.308  -0.155
S -0.834 -2.465 -0.291  -0.065
N 1.288 -0.878 -2.491  -0.114
N 2.619 0.388 -1.185  -0.121
H 1.537 2.010 0.740  0.248
H -0.196 -3.150 -1.377  0.156
H 1.122 0.389 1.534  0.250
C 1.480 0.413 -0.581  0.175

Its SMILES is Cc1nonc1CS. As for the spin multiplicity: 1. The total charge is 0. The orbital gap comes out at 10.109 eV.

Model D:
C4H6N2OS | ωB97M-V with the def2-TZVPD basis set

Each line ends with the natural charge from an NBO analysis.
CARTESIAN COORDINATES (ANGSTROEM)
N -0.181 -2.220 0.768  -0.645
H 1.896 1.515 1.415  0.414
O -0.259 2.202 0.798  -0.605
H 2.374 -1.211 0.593  0.093
C -1.644 0.423 -1.116  -0.599
C -0.618 0.049 -0.101  -0.365
S 2.567 -0.112 -0.092  0.220
H -1.388 1.569 -1.258  0.255
C -0.427 -1.137 0.325  0.522
H -1.334 -0.163 -1.986  0.214
N 1.457 0.823 0.776  -0.779
H -2.634 0.158 -0.830  0.223
C 0.158 1.065 0.575  0.658
H 0.032 -2.961 0.133  0.395

Its SMILES is CC(=C=N)C(=O)NS. As for the spin multiplicity: 1. The total charge is 0. The orbital gap comes out at 9.465 eV.

model D comes first in stability; the runner-up is 15.3 kJ/mol higher.

Model A:
C6H4 | ωB97M-V with the def2-TZVPD basis set

Each line ends with the natural charge from an NBO analysis.
CARTESIAN COORDINATES (ANGSTROEM)
C -0.321 0.163 0.410  0.026
H 2.064 1.184 0.539  0.220
H 1.884 1.613 2.351  0.200
C 1.307 1.359 1.414  -0.307
C -0.746 -0.361 -0.607  -0.063
C -0.048 1.004 1.456  -0.292
C -0.884 -1.338 -1.745  -0.051
H -1.492 -2.616 -3.424  0.226
H -0.705 1.113 2.246  0.235
C -1.059 -2.120 -2.639  -0.194

Its SMILES is C#CC#CC=C. As for the spin multiplicity: 1. The total charge is 0. The orbital gap comes out at 8.841 eV.

Model B:
C6H4 | ωB97M-V with the def2-TZVPD basis set

Each line ends with the natural charge from an NBO analysis.
CARTESIAN COORDINATES (ANGSTROEM)
C -1.021 1.379 0.096  -0.040
C -1.727 1.118 -1.202  -0.067
C -0.284 0.838 1.115  -0.245
H -0.111 1.190 -2.908  0.238
H 0.137 1.305 2.004  0.217
H 0.145 -1.213 0.576  0.223
H 1.426 -0.099 0.445  0.236
C 0.408 -0.233 0.333  -0.460
C -0.513 0.875 -1.963  -0.216
C -0.169 0.357 -0.835  0.115

As for the spin multiplicity: 1. The total charge is 0. The orbital gap comes out at 8.871 eV.

Model C:
C6H4 | ωB97M-V with the def2-TZVPD basis set

Each line ends with the natural charge from an NBO analysis.
CARTESIAN COORDINATES (ANGSTROEM)
H 0.109 2.294 0.431  0.206
H -1.841 1.001 -0.572  0.238
C 1.621 0.853 0.424  -0.120
H -1.347 -1.324 -0.958  0.217
C -0.794 0.630 -0.286  -0.256
C -0.528 -0.758 -0.544  -0.176
C 0.234 1.332 0.130  -0.189
H 0.759 -2.302 0.491  0.243
C 0.452 -1.352 0.185  -0.315
C 1.335 -0.373 0.700  0.152

Its SMILES is C1=C=CC=CC=1. As for the spin multiplicity: 1. The total charge is 0. The orbital gap comes out at 8.765 eV.

Model D:
C6H4 | ωB97M-V with the def2-TZVPD basis set

Each line ends with the natural charge from an NBO analysis.
CARTESIAN COORDINATES (ANGSTROEM)
H 3.300 0.074 -0.035  0.207
C -1.947 -0.715 -0.019  -0.495
C -1.144 0.286 -0.059  0.256
C 1.027 0.335 -0.026  -0.040
C -0.136 1.152 -0.086  -0.404
C 2.329 -0.092 0.031  -0.189
C 1.252 -1.101 -0.080  -0.092
H -2.549 -1.030 -0.887  0.254
H -1.948 -1.148 0.958  0.252
H -0.185 2.239 0.203  0.251

As for the spin multiplicity: 1. The total charge is 0. The orbital gap comes out at 9.496 eV.

model C comes first in stability; the runner-up is 13.7 kJ/mol higher.